Entry 1:
Density functional theory data (ωB97M-V/def2-TZVPD) for a structure of composition C38H35AsCaF6N5O6S2.

Summary:
- Frontier orbital gap: 7.1910 eV
- Total charge: -1

```
94
Properties=species:S:1:pos:R:3:forces:R:3:mulliken_charge:R:1
Ca 0.795 -1.495 -1.205 -0.1 0.0 0.6 1.542
O 1.075 -5.756 -0.973 0.1 0.0 0.1 -0.605
C 1.446 -4.663 -1.366 0.1 0.1 -0.1 -0.149
N 1.978 -3.636 -0.665 -0.3 0.0 -0.4 -0.092
C 2.714 -3.986 0.443 0.1 -0.1 0.0 -0.639
O 3.506 -4.910 0.496 0.0 0.1 0.0 -0.702
C 2.533 -3.110 1.656 0.0 0.0 0.0 0.790
C 3.509 -3.100 2.645 0.0 0.0 0.0 -0.713
C 3.278 -2.355 3.787 0.0 0.0 0.0 -0.479
C 2.079 -1.668 3.903 0.0 0.0 0.0 -0.911
C 1.173 -1.734 2.858 0.0 0.0 -0.1 0.059
N 1.393 -2.434 1.745 0.0 0.0 0.0 0.093
C 1.305 -4.459 -2.867 0.0 0.0 0.0 0.507
C 2.107 -5.195 -3.723 0.0 -0.1 -0.1 -0.572
C 1.904 -5.146 -5.086 0.0 0.1 0.0 -0.450
C 0.874 -4.354 -5.581 0.0 0.0 0.0 -0.730
C 0.112 -3.623 -4.707 -0.1 0.0 -0.1 -0.291
N 0.345 -3.671 -3.378 -0.1 0.1 0.0 0.863
H 4.407 -3.682 2.499 0.0 0.0 0.0 0.502
H 4.020 -2.309 4.574 0.0 0.0 0.0 0.406
H 1.852 -1.062 4.769 0.0 0.0 0.0 0.454
H 0.242 -1.183 2.904 0.0 0.0 0.0 0.302
H 2.875 -5.813 -3.280 0.0 0.0 0.0 0.504
H 2.539 -5.708 -5.757 0.0 0.0 0.0 0.403
H 0.679 -4.271 -6.639 0.0 0.0 0.0 0.431
H -0.686 -2.951 -4.988 0.0 0.0 0.0 0.462
F -0.976 2.648 -3.980 0.0 0.0 0.0 -0.189
C -0.009 2.005 -4.632 0.0 0.0 0.0 0.435
F 1.160 2.567 -4.327 0.0 0.0 0.0 -0.225
F -0.211 2.144 -5.944 0.0 0.0 0.0 -0.228
S -0.036 0.225 -4.150 0.3 0.2 0.0 1.242
O 0.236 0.314 -2.710 -0.2 -0.4 -0.3 -0.238
O -1.319 -0.227 -4.588 0.0 -0.1 0.1 -0.724
N 1.158 -0.380 -4.971 0.0 0.0 0.2 -0.582
S 2.366 -1.099 -4.139 0.0 -0.1 0.1 0.724
O -0.408 -2.909 -2.597 0.3 0.0 0.2 -0.931
O 3.010 -2.102 -4.993 -0.1 0.1 0.0 -0.655
C 3.614 0.293 -4.127 0.0 0.0 -0.1 0.443
F 3.282 1.173 -3.176 0.0 0.0 0.0 -0.163
F 3.693 0.924 -5.295 0.0 0.0 0.0 -0.228
F 4.819 -0.204 -3.828 0.0 0.0 0.0 -0.227
C -3.134 6.248 -1.509 0.0 0.0 0.0 -1.597
C -2.651 4.899 -1.044 0.0 0.0 0.0 0.444
C -3.540 3.916 -0.637 0.0 0.0 0.0 -1.037
C -3.102 2.663 -0.227 0.0 0.0 0.0 0.790
C -4.146 1.645 0.162 0.1 0.0 0.0 -1.854
C -1.725 2.373 -0.194 0.0 0.0 -0.1 -0.207
As -1.303 0.492 0.254 0.0 -0.1 0.0 1.925
N 0.480 0.179 0.417 0.1 0.1 -0.3 0.744
C 1.388 0.771 1.250 0.0 0.1 -0.1 0.410
C 1.098 1.733 2.234 0.0 -0.1 0.1 -0.129
C 2.086 2.255 3.055 0.0 0.0 0.0 -0.953
C 3.411 1.862 2.926 0.0 0.0 0.0 -0.872
C 3.730 0.938 1.935 0.0 0.0 0.0 -0.493
C 2.750 0.413 1.118 -0.1 0.0 0.0 -0.863
C -2.008 0.218 2.107 0.0 0.0 0.0 1.178
C -2.268 1.164 3.108 0.0 0.0 0.0 1.530
C -2.149 2.662 2.940 0.0 0.0 0.0 -2.243
C -2.713 0.743 4.364 0.0 0.0 0.0 -1.107
C -2.928 -0.587 4.665 0.0 0.0 0.0 0.702
C -3.381 -1.024 6.032 0.0 0.0 0.0 -1.636
C -2.707 -1.517 3.657 0.0 0.0 0.0 -1.070
C -2.263 -1.144 2.396 0.0 0.0 0.0 -0.081
C -2.051 -2.259 1.396 0.0 0.1 0.0 -1.420
C -0.819 3.336 -0.665 0.0 0.0 0.0 1.275
C 0.667 3.118 -0.795 0.0 0.0 0.0 -1.594
C -1.303 4.582 -1.061 0.0 0.0 0.0 -0.860
H -4.185 6.396 -1.261 0.0 0.0 0.0 0.357
H -3.028 6.345 -2.592 0.0 0.0 0.0 0.307
H -2.556 7.052 -1.051 0.0 0.0 0.0 0.369
H -4.606 4.121 -0.652 0.0 0.0 0.0 0.307
H -5.140 2.001 -0.108 0.0 0.0 0.0 0.481
H -4.133 1.445 1.235 0.0 0.0 0.0 0.260
H -3.975 0.691 -0.344 0.0 0.0 0.0 0.371
H 0.079 2.063 2.347 0.0 0.0 0.0 0.225
H 1.812 2.990 3.804 0.0 0.0 0.0 0.440
H 4.179 2.274 3.568 0.0 0.0 0.0 0.342
H 4.759 0.623 1.799 0.0 0.0 0.0 0.390
H 3.022 -0.311 0.354 0.1 0.0 0.0 0.181
H -1.665 2.956 2.016 0.0 0.0 0.1 0.023
H -1.592 3.090 3.776 0.0 0.0 0.0 0.494
H -3.144 3.116 2.947 0.0 0.0 0.0 0.481
H -2.895 1.496 5.126 0.0 0.0 0.0 0.330
H -3.627 -0.166 6.657 0.0 0.0 0.0 0.368
H -2.598 -1.596 6.535 0.0 0.0 0.0 0.303
H -4.263 -1.665 5.968 0.0 0.0 0.0 0.363
H -2.885 -2.569 3.859 0.0 0.0 0.0 0.357
H -2.466 -3.189 1.785 0.0 0.0 0.0 0.467
H -0.986 -2.428 1.217 0.0 0.0 0.0 0.053
H -2.524 -2.042 0.439 0.0 0.0 0.0 0.366
H 0.905 2.083 -1.019 0.0 0.0 0.0 -0.339
H 1.191 3.384 0.125 0.0 0.0 0.0 0.350
H 1.057 3.744 -1.598 0.0 0.0 0.0 0.528
H -0.591 5.321 -1.417 0.0 0.0 0.0 0.406
```
Forces are in eV/Å.


Entry 2:
Density functional theory data (ωB97M-V/def2-TZVPD) for a structure of composition C38H35GaO2P2 in a non-equilibrium geometry.

Summary:
- Frontier orbital gap: 7.8665 eV
- Total charge: +2

```
78
Properties=species:S:1:pos:R:3:forces:R:3:mulliken_charge:R:1
C 0.558 -1.157 -2.252 -0.2 -0.1 0.0 -0.447
C -0.472 -1.663 -1.443 -0.2 0.6 0.3 0.244
C -1.790 -1.748 -1.928 0.4 -0.1 0.2 -0.811
C -2.039 -1.440 -3.261 -0.1 -0.2 0.4 -0.992
C -1.003 -1.029 -4.083 0.0 0.0 -0.2 -0.159
C 0.285 -0.856 -3.585 0.1 -0.2 0.5 -0.633
P -0.131 -2.039 0.312 -0.3 -1.6 -1.1 1.773
C -1.436 -3.173 0.837 -0.3 0.3 0.5 0.334
C -2.497 -2.705 1.629 0.2 -0.3 -0.3 -0.293
C -3.557 -3.563 1.926 0.0 -0.1 -0.1 -0.702
C -3.552 -4.882 1.449 0.3 0.3 -0.1 -0.558
C -2.476 -5.349 0.681 -0.1 0.1 0.1 -0.714
C -1.413 -4.500 0.379 0.0 0.2 0.0 -0.325
Ga -0.017 -0.010 1.434 1.8 -0.2 3.4 1.386
P -0.139 1.993 0.351 -0.1 1.7 -0.9 1.694
C -1.507 1.926 -0.853 0.3 -0.6 -0.3 0.426
C -1.289 2.216 -2.214 -0.1 0.1 0.6 -0.590
C -2.381 2.228 -3.081 0.4 0.0 -0.2 -0.583
C -3.645 1.870 -2.625 -0.2 0.1 0.0 -0.571
C -3.840 1.483 -1.299 0.3 0.1 0.2 -0.896
C -2.768 1.497 -0.408 0.2 0.2 -0.2 -0.411
C -0.356 3.438 1.434 -0.7 -0.1 0.1 0.413
C 0.533 3.611 2.500 -0.2 0.0 0.0 -0.439
C 0.309 4.625 3.429 -0.1 -0.2 -0.5 -0.865
C -0.804 5.459 3.289 -0.1 0.1 -0.1 -0.514
C -1.668 5.322 2.199 0.0 -0.2 -0.4 -0.631
C -1.459 4.299 1.262 0.3 -0.2 0.2 -0.448
C 1.445 2.200 -0.505 0.2 -0.3 0.3 0.514
C 2.471 1.255 -0.339 -0.3 0.3 -0.3 -0.230
C 3.688 1.449 -0.987 0.0 -0.2 0.1 -0.836
C 3.888 2.584 -1.771 -0.2 0.2 -0.1 -0.682
C 2.875 3.544 -1.912 -0.2 -0.2 0.2 -0.744
C 1.651 3.361 -1.265 0.0 -0.1 0.0 -0.622
C 1.441 -2.922 0.356 0.4 0.2 0.1 0.398
C 1.903 -3.639 -0.760 0.2 0.0 -0.1 -0.085
C 3.159 -4.259 -0.705 -0.3 0.1 0.1 -0.817
C 3.937 -4.163 0.457 -0.1 -0.1 -0.2 -0.599
C 3.465 -3.461 1.568 -0.1 -0.1 -0.1 -0.793
C 2.215 -2.853 1.521 0.0 0.1 -0.2 -0.259
H 1.383 2.936 2.589 0.0 0.2 0.1 0.462
H 1.005 4.754 4.245 -0.1 0.1 0.1 0.460
H -0.994 6.240 4.030 0.1 -0.2 -0.3 0.405
H -2.512 6.005 2.048 0.4 -0.3 0.2 0.418
H -2.119 4.152 0.399 0.2 0.2 0.5 0.397
H -0.277 2.439 -2.563 -0.5 0.0 0.0 0.472
H -2.221 2.529 -4.123 -0.2 -0.2 0.4 0.442
H -4.490 1.896 -3.314 0.2 0.0 0.2 0.431
H -4.821 1.198 -0.942 0.0 0.0 -0.1 0.481
H -2.895 1.188 0.631 -0.2 0.2 -0.2 0.528
H 2.326 0.385 0.306 0.2 0.2 -0.2 0.331
H 4.470 0.698 -0.865 -0.1 0.3 -0.1 0.502
H 4.842 2.731 -2.277 -0.2 0.0 0.1 0.442
H 3.023 4.431 -2.527 0.1 -0.2 0.2 0.449
H 0.844 4.100 -1.345 0.5 -0.2 0.0 0.509
H 1.290 -3.701 -1.666 0.3 0.0 0.3 0.476
H 3.518 -4.815 -1.579 -0.1 0.2 0.4 0.432
H 4.916 -4.650 0.491 -0.4 0.2 0.0 0.431
H 4.060 -3.383 2.474 -0.1 -0.1 -0.2 0.451
H 1.838 -2.292 2.372 0.2 -0.1 0.0 0.162
H -2.487 -1.672 1.989 -0.1 -0.3 0.0 0.280
H -4.393 -3.193 2.520 0.2 -0.2 -0.1 0.427
H -4.389 -5.543 1.671 0.2 0.2 0.0 0.411
H -2.469 -6.377 0.306 0.0 0.4 0.2 0.431
H -0.571 -4.849 -0.222 -0.3 0.0 0.2 0.386
H -2.591 -2.073 -1.265 0.1 0.0 -0.2 0.434
H -3.048 -1.540 -3.654 0.2 0.0 0.0 0.480
H -1.216 -0.841 -5.131 0.1 0.0 0.3 0.443
H 1.096 -0.514 -4.222 -0.2 -0.1 0.2 0.314
H 1.564 -1.027 -1.842 -0.3 -0.1 -0.3 0.494
H -0.102 0.415 -6.065 0.6 0.1 0.0 0.052
H 0.552 0.252 -5.730 -0.4 0.4 -0.6 -0.042
C 1.908 0.205 5.098 0.0 0.0 0.2 -1.202
C 1.211 0.117 3.756 0.0 0.1 -1.0 0.796
O -0.078 0.047 3.661 1.0 0.0 -1.6 -0.738
O 1.910 0.117 2.670 -2.0 0.0 0.3 -0.584
H 1.186 0.200 5.919 0.1 0.0 -0.3 0.370
H 2.531 1.113 5.179 -0.4 -0.3 -0.3 0.318
H 2.616 -0.629 5.244 -0.4 0.2 -0.3 0.316
```
Forces are in eV/Å.


Entry 3:
Density functional theory data (ωB97M-V/def2-TZVPD) for a structure of composition C38H35N5O3P2Se2Ti in a non-equilibrium geometry.

Summary:
- Frontier orbital gap (spin up / spin down): 6.0768 / 8.0920 eV
- 2S+1: 3

```
86
Properties=species:S:1:pos:R:3:forces:R:3:mulliken_spin:R:1
Ti -0.563 0.234 -2.518 0.4 1.0 0.2 1.748
Se 3.285 -0.573 3.270 0.0 0.0 0.0 0.000
P 1.241 -0.102 3.367 -0.1 0.1 0.0 0.000
C 0.287 -1.340 4.279 0.0 0.1 0.0 0.001
C -0.179 -1.103 5.566 0.0 0.0 0.0 0.000
C -0.846 -2.108 6.256 0.0 0.0 0.0 0.000
C -1.046 -3.343 5.661 0.0 0.0 0.0 0.000
C -0.574 -3.582 4.376 0.0 0.0 0.0 0.000
C 0.094 -2.585 3.687 0.0 0.0 0.0 -0.002
C 0.877 1.500 4.147 0.0 0.0 0.0 0.001
C 1.909 2.256 4.684 0.0 0.0 0.0 0.000
C 1.635 3.489 5.262 0.0 0.0 0.0 0.000
C 0.334 3.963 5.299 0.0 0.0 0.0 0.000
C -0.701 3.208 4.758 0.0 0.0 0.0 0.000
C -0.435 1.978 4.181 0.1 0.0 0.0 -0.001
C 0.386 -0.023 1.783 0.2 0.1 0.0 0.001
C 0.816 0.115 0.465 0.1 0.1 0.0 -0.039
N -0.302 0.124 -0.289 -0.2 -0.1 -0.3 -0.016
N -1.352 -0.002 0.513 -0.2 0.2 -0.1 0.010
N -0.962 -0.063 1.761 0.0 -0.3 0.0 0.015
P 2.382 0.264 -0.395 -0.1 -0.1 0.1 0.057
Se 2.025 0.727 -2.471 0.2 0.0 0.0 0.007
C 3.143 -1.375 -0.275 0.1 0.0 0.0 -0.018
C 2.318 -2.425 -0.670 0.0 -0.1 -0.1 -0.004
C 2.794 -3.726 -0.664 0.0 0.0 0.0 0.002
C 4.099 -3.984 -0.270 0.0 0.0 0.0 0.001
C 4.922 -2.941 0.122 0.0 0.1 0.0 0.000
C 4.448 -1.636 0.124 0.0 0.0 0.1 0.004
C 3.322 1.596 0.371 0.0 -0.1 0.1 -0.005
C 4.700 1.709 0.207 0.0 0.1 -0.1 0.000
C 5.380 2.771 0.783 0.0 0.0 0.0 0.000
C 4.689 3.733 1.504 0.0 0.0 0.0 0.001
C 3.310 3.646 1.629 0.0 0.0 0.0 0.000
C 2.625 2.585 1.060 0.0 -0.1 0.1 0.001
H -0.023 -0.140 6.033 0.0 0.0 0.0 0.000
H -1.209 -1.922 7.258 0.0 0.0 0.0 0.000
H -1.568 -4.123 6.198 0.0 0.0 0.0 0.000
H -0.726 -4.548 3.913 0.0 0.0 0.0 0.000
H 0.473 -2.770 2.690 0.0 0.0 0.0 0.001
H 2.921 1.872 4.638 0.0 0.0 0.0 0.000
H 2.440 4.078 5.681 0.0 0.0 0.0 0.000
H 0.122 4.925 5.748 0.0 0.0 0.0 0.000
H -1.716 3.581 4.785 0.0 0.0 0.0 0.000
H -1.233 1.391 3.745 0.0 0.0 0.0 0.000
H 1.301 -2.228 -0.995 0.0 0.0 0.0 0.013
H 2.144 -4.534 -0.972 0.0 0.0 0.0 0.000
H 4.473 -4.999 -0.265 0.0 0.0 0.0 0.000
H 5.935 -3.138 0.445 0.0 0.0 0.0 0.000
H 5.087 -0.846 0.486 0.0 0.0 0.0 0.000
H 5.248 0.994 -0.391 0.0 0.0 0.0 0.001
H 6.451 2.848 0.660 0.0 0.0 0.0 0.000
H 5.224 4.557 1.957 0.0 0.0 0.0 0.000
H 2.763 4.400 2.179 0.0 0.0 0.0 0.000
H 1.549 2.521 1.175 0.0 0.0 0.0 0.000
O -0.582 -1.499 -6.212 -0.1 0.0 -0.2 0.017
C -0.698 -1.161 -5.053 0.1 0.1 0.1 -0.003
O -0.540 0.024 -4.554 0.1 -0.1 -0.1 -0.010
C -1.119 -2.184 -4.012 -0.2 0.4 -0.1 0.140
C -1.639 -3.407 -4.378 0.2 -0.2 0.0 -0.046
C -2.110 -4.256 -3.392 0.0 0.0 0.0 0.088
C -2.056 -3.825 -2.073 0.0 0.0 0.1 -0.043
C -1.557 -2.574 -1.781 0.0 0.0 0.0 0.127
N -1.102 -1.736 -2.738 -0.5 -1.0 0.1 -0.098
H -1.646 -3.658 -5.429 0.0 0.0 0.0 -0.002
H -2.519 -5.226 -3.640 0.0 0.0 0.0 0.009
H -2.416 -4.448 -1.267 0.0 0.0 0.0 -0.002
H -1.539 -2.194 -0.767 0.0 0.0 0.0 -0.017
O -2.259 1.498 -2.408 -0.4 -0.1 0.0 0.026
C -3.481 1.458 -2.605 0.2 0.1 0.1 -0.022
C -4.207 0.204 -2.959 0.0 0.0 -0.1 0.037
C -4.083 0.147 -4.509 0.0 0.0 0.0 0.015
C -4.381 1.446 -5.287 0.0 0.0 0.0 -0.002
C -3.367 2.598 -5.102 0.0 0.0 0.0 0.002
C -3.630 3.465 -3.856 0.0 0.0 -0.1 0.001
N -4.177 2.615 -2.780 0.0 -0.1 0.0 0.004
H -5.258 0.265 -2.667 0.1 0.0 0.0 0.002
H -3.740 -0.669 -2.504 -0.1 0.0 0.0 -0.003
H -4.753 -0.636 -4.867 0.0 0.0 0.0 0.001
H -3.064 -0.162 -4.754 -0.1 0.0 0.0 -0.004
H -5.400 1.795 -5.079 0.0 0.0 0.0 0.000
H -4.376 1.168 -6.342 0.0 0.0 0.0 0.000
H -3.383 3.240 -5.985 0.0 0.0 0.0 0.000
H -2.363 2.167 -5.053 0.0 0.0 0.0 0.003
H -4.381 4.229 -4.056 0.0 0.0 0.0 0.000
H -2.727 3.960 -3.506 0.0 0.0 0.0 0.000
H -5.164 2.451 -2.916 0.0 -0.1 0.0 -0.001
```
Forces are in eV/Å.


no.,calculated total energy (Eh)
1,-6503.4047
2,-4226.5252
3,-8303.7609